Entry 1:
{"formula": "C2IO3", "method": "ωB97M-V with the def2-TZVPD basis set", "elements": ["O", "I", "O", "C", "C", "O"], "coordinates": [[-1.1104, -0.1821, 1.7347], [2.2503, -0.5676, -1.6669], [0.6770, 1.1761, 1.2818], [-0.2101, 0.4142, 1.4373], [-0.4089, -0.5477, -0.9840], [-1.1979, -0.2928, -1.8029]], "forces_ev_per_a": [[-4.2, -3.1, 2.0], [-0.3, 0.0, 0.2], [-0.3, -0.5, 0.8], [4.5, 3.8, -2.7], [2.2, -1.0, 1.3], [-1.9, 0.7, -1.6]], "charge": -1, "homo_ev": [0.00, -5.35], "spin_multiplicity": 3, "lumo_energy_ev": [3.3, 1.8], "total_energy_ev": -16316.1529, "homo_lumo_gap_ev": [3.27, 7.14]}

***

Entry 2:
{"formula": "C10H20Cl12O", "method": "ωB97M-V with the def2-TZVPD basis set", "elements": ["Cl", "H", "C", "Cl", "H", "H", "H", "Cl", "Cl", "Cl", "H", "Cl", "Cl", "Cl", "C", "H", "H", "H", "H", "H", "H", "C", "C", "O", "Cl", "C", "H", "C", "H", "H", "Cl", "H", "Cl", "C", "C", "H", "Cl", "C", "H", "H", "H", "H", "C"], "coordinates": [[0.6715, 1.2922, -0.4023], [1.9273, -1.3684, 1.2363], [-2.1998, -4.2012, 1.1924], [2.4949, -2.9668, -3.8123], [1.2167, -2.5217, 4.0121], [-5.5648, 3.1918, -0.2861], [4.3359, -3.9188, -2.7108], [2.7808, 3.7011, -2.4301], [-1.3608, -4.6107, -0.2793], [3.5860, -2.2936, -1.1489], [1.0489, -2.9126, 1.6683], [-2.7152, 3.9422, -3.2030], [-2.1989, 0.9053, -0.4005], [-2.5246, -5.6928, 2.1547], [-1.0445, 3.4312, -3.2709], [-1.1363, -0.6847, 3.5764], [3.7706, 2.1442, -3.7717], [2.4525, 1.5175, -2.7265], [-0.5096, 4.2673, -3.6796], [-0.6970, 3.3621, -2.2142], [-3.1851, -3.8376, 0.9062], [3.3493, 2.0964, -2.7812], [-0.2200, -0.2512, 3.0187], [-0.0292, -1.1237, 1.8564], [-6.3819, 5.3577, -0.1447], [3.9337, -2.9290, -2.7837], [-1.7324, -3.4084, 1.7393], [1.2169, -1.8159, 1.9430], [2.7469, -1.7659, 3.6672], [0.8404, -0.1777, 4.8447], [-0.7955, 1.8801, -4.0521], [-4.3873, 4.3197, 0.3871], [4.5964, 1.3832, -1.7112], [-5.4144, 3.9801, 0.4557], [-0.6526, 0.1607, -0.8221], [-0.5802, 0.0416, -1.9093], [-5.8997, 3.4672, 2.0253], [1.0909, -0.3618, 3.8179], [4.6693, -2.2624, -3.2510], [1.7919, 0.4119, 3.4476], [-0.4402, -0.7360, -0.2120], [-0.4747, 0.6752, 2.6035], [1.6240, -1.6877, 3.4507]], "forces_ev_per_a": [[0.1, 0.0, 0.0], [0.0, -0.1, 0.2], [-1.6, -0.6, -0.2], [0.0, 0.0, 0.1], [-0.5, 0.0, 0.1], [0.0, 0.0, 0.4], [0.0, -0.4, 0.2], [0.1, 0.9, 0.6], [0.5, 0.1, -0.3], [0.1, -0.3, -0.4], [0.3, 1.4, 0.2], [-0.7, 0.0, -0.1], [0.0, -0.3, 0.0], [0.3, 0.7, 0.0], [0.4, 0.3, 2.1], [1.4, 0.8, -0.6], [0.1, -0.3, -0.2], [-0.1, -0.8, 0.0], [0.4, -0.2, -0.8], [-0.3, -0.3, -0.8], [0.1, -0.1, 0.0], [0.3, -0.3, -0.2], [-0.7, -3.0, 0.2], [0.0, -0.1, 0.3], [-0.1, 0.0, 0.1], [0.2, 0.9, -0.1], [0.8, 0.0, 0.5], [-0.2, -1.3, 0.7], [-1.4, 0.2, -0.7], [0.3, -0.1, 0.7], [0.1, 0.2, -0.2], [0.1, -0.1, 0.5], [-0.5, 0.5, -0.1], [0.0, 0.3, -1.7], [0.8, 0.0, 0.0], [-0.3, -0.2, 0.5], [0.0, -0.2, 0.7], [-1.0, 1.8, -0.8], [-0.4, -0.2, 0.2], [-0.4, -0.2, 0.4], [-0.6, 0.5, -0.5], [-0.2, 1.6, -0.2], [2.2, -1.3, -0.6]], "homo_ev": -9.92, "smiles": "C1CCOC1.ClCCl.ClCCl.ClCCl.ClCCl.ClCCl.ClCCl", "de_lowest_kj_mol": 50.3, "spin_multiplicity": 1, "lumo_energy_ev": 0.4, "total_energy_ev": -163010.1870, "homo_lumo_gap_ev": 10.32}